Entry 1:
Below is a molecular structure, C21H20N3O3PdS2SeTe in a non-equilibrium geometry, with properties calculated with wB97M-V/def2-TZVPD.

Geometry as XYZ:
```
52
Properties=species:S:1:pos:R:3:forces:R:3
Pd -0.1728 2.1107 -0.4298 -1.1 0.0 0.4
O 4.3889 -1.1935 -0.7368 -0.1 0.0 0.0
C 4.7920 -0.2969 0.1737 0.1 0.1 0.1
C 6.1349 -0.3237 0.5626 0.0 0.0 0.0
C 6.6147 0.5788 1.4929 -0.1 0.1 0.0
C 5.7632 1.5259 2.0595 0.0 0.0 0.0
C 4.4315 1.5508 1.6744 0.1 0.0 0.0
C 3.9232 0.6551 0.7386 -0.1 -0.1 -0.1
C 2.4671 0.7732 0.3672 0.0 -0.3 0.0
O 1.7637 1.6430 0.9091 0.2 0.4 0.2
N 2.0410 -0.1371 -0.5132 0.2 0.0 -0.2
N 0.7593 0.0716 -1.0212 0.4 0.3 0.7
C 0.1866 -1.0164 -1.3360 0.0 -0.1 -0.1
S 0.9439 -2.5733 -0.9588 0.0 0.0 -0.1
C -0.5281 -3.5416 -1.3879 0.1 0.0 0.0
C -1.2153 -2.8588 -2.5502 -0.1 0.0 0.0
S -1.3592 -1.0957 -2.1688 -0.1 0.1 0.1
H 3.4153 -1.0024 -0.8862 0.0 0.0 -0.1
H 6.7844 -1.0638 0.1050 -0.1 0.1 0.0
H 7.6627 0.5500 1.7740 -0.1 0.0 0.0
H 6.1368 2.2322 2.7932 0.0 0.0 -0.1
H 3.7405 2.2756 2.0840 0.0 0.0 0.0
H -1.1873 -3.5912 -0.5226 -0.1 0.0 0.0
H -0.1944 -4.5468 -1.6506 0.0 0.0 0.0
H -2.2263 -3.2368 -2.7075 0.0 0.0 0.0
H -0.6356 -2.9717 -3.4645 0.0 -0.1 -0.1
C -1.5390 -1.0626 1.8832 0.1 -0.1 0.1
Te -1.4732 1.0903 1.8048 -0.3 -0.3 -0.4
C -3.1807 0.8371 0.4989 -0.1 0.0 0.4
C -3.6503 -0.5859 0.6295 -0.1 0.1 0.0
C -4.8468 -1.0051 0.0445 0.0 0.0 0.0
C -5.2835 -2.3140 0.1822 0.0 0.0 0.0
C -4.5196 -3.2224 0.9100 0.0 0.1 0.0
C -3.3223 -2.8123 1.4770 0.0 0.0 0.0
C -2.8700 -1.4999 1.3284 0.1 -0.1 0.0
H -1.4241 -1.4099 2.9100 0.1 0.1 0.0
H -0.7047 -1.4637 1.3035 -0.1 0.0 -0.1
H -2.8657 1.0551 -0.5115 0.1 0.1 -0.3
H -3.9531 1.5524 0.7725 0.0 0.0 0.1
H -5.4306 -0.2918 -0.5292 0.0 0.0 0.1
H -6.2198 -2.6263 -0.2687 0.1 0.0 0.0
H -4.8554 -4.2459 1.0311 0.0 0.0 0.0
H -2.7247 -3.5180 2.0468 0.0 0.0 -0.1
Se -0.9619 2.4016 -3.0836 -0.1 -0.2 0.1
C 0.6150 2.9907 -2.3433 0.7 0.4 -0.5
N 1.6231 3.4224 -1.9353 -0.2 -0.1 -0.3
C -0.9898 4.9640 -0.7610 0.4 0.3 -0.1
C -1.1417 3.7630 0.1156 1.1 -0.9 -1.4
O -1.8697 3.7577 1.0551 -1.0 0.0 1.3
H -1.5626 5.7883 -0.3478 -0.1 0.1 0.1
H -1.3455 4.6974 -1.7562 0.0 0.1 0.0
H 0.0661 5.2204 -0.8567 -0.1 0.0 0.0
```
Forces are in eV/Å.

Computed properties:
HOMO-LUMO gap: 6.575 eV
HOMO energy: -4.3 eV
Net charge: -1


Entry 2:
Below is C21H20N4O2S in the gas phase in a non-equilibrium geometry, with properties calculated with wB97M-V/def2-TZVPD.

Geometry as XYZ:
```
48
Properties=species:S:1:pos:R:3:forces:R:3
O -2.6852 -1.6740 -1.9750 0.1 -0.1 -0.3
C -3.1531 -1.6395 -0.8538 -0.5 -0.1 0.0
C -3.1075 -2.8741 0.0431 0.6 -0.1 -0.1
S -1.4781 -3.6683 -0.1542 -0.3 -0.3 0.1
C -0.5001 -2.2741 0.1633 0.1 0.4 0.4
N -1.1062 -1.1656 0.5933 -0.3 -0.7 0.0
N -0.4402 -0.0585 0.5049 0.3 1.0 0.0
C 0.8290 -0.0262 0.1367 0.2 -1.1 0.2
C 1.4085 1.2786 -0.1638 0.2 0.5 -0.1
C 0.9435 2.4162 0.4943 0.1 -0.2 0.0
C 1.4760 3.6560 0.1981 0.0 0.1 0.0
C 2.4671 3.7766 -0.7627 0.0 0.0 0.0
C 2.9188 2.6517 -1.4345 0.1 0.0 -0.1
C 2.3954 1.4076 -1.1403 -0.2 0.0 0.1
C 1.5303 -1.2686 0.0966 -0.9 0.4 0.0
C 2.9789 -1.4059 0.2055 0.6 -0.1 -0.1
C 3.7449 -0.4908 0.9270 -0.1 -0.2 0.0
C 5.1138 -0.6542 1.0131 0.1 0.0 0.1
C 5.7319 -1.7224 0.3821 0.0 0.0 0.0
C 4.9732 -2.6429 -0.3232 0.1 -0.1 0.0
C 3.6027 -2.4925 -0.4065 -0.1 0.2 0.0
N 0.8118 -2.3747 0.0271 0.3 -0.3 -0.1
N -3.7908 -0.5496 -0.3719 -0.3 0.2 -0.1
C -4.1971 -0.3758 1.0116 0.0 0.1 0.3
C -4.9140 0.9651 1.1672 -0.2 -0.3 0.1
O -4.1029 2.0661 0.8312 0.0 0.1 0.1
C -3.2046 1.7995 -0.2372 0.2 -0.1 -0.3
C -3.7085 0.6820 -1.1411 0.1 0.3 -0.1
H -3.8326 -3.6090 -0.3065 0.0 0.0 0.0
H -3.2544 -2.6631 1.0972 -0.1 0.0 -0.1
H 0.1719 2.3105 1.2414 -0.1 0.0 0.1
H 1.1162 4.5318 0.7174 0.0 0.1 0.0
H 2.8835 4.7461 -0.9922 0.0 0.1 0.0
H 3.6816 2.7446 -2.1933 0.1 0.0 -0.1
H 2.7386 0.5346 -1.6761 0.0 0.0 0.0
H 3.2659 0.3334 1.4348 0.0 0.1 0.0
H 5.7019 0.0547 1.5769 0.0 0.0 0.0
H 6.8034 -1.8403 0.4467 0.1 0.0 0.0
H 5.4520 -3.4812 -0.8070 0.0 -0.1 0.0
H 2.9958 -3.2013 -0.9484 0.0 -0.1 0.0
H -4.8864 -1.1724 1.3058 0.1 0.1 0.1
H -3.3135 -0.3932 1.6623 -0.1 -0.1 0.0
H -5.2062 1.1098 2.2106 0.0 -0.1 -0.1
H -5.8268 0.9621 0.5516 0.1 0.0 0.1
H -2.2239 1.5128 0.1671 -0.2 0.1 -0.1
H -3.0998 2.7321 -0.7977 0.0 -0.1 0.0
H -4.6911 0.9327 -1.5555 0.1 0.0 -0.1
H -3.0138 0.5134 -1.9658 -0.1 0.1 0.1
```
Forces are in eV/Å.

Computed properties:
HOMO-LUMO gap: 8.190 eV
HOMO energy: -8.4 eV
Net charge: 0


Entry 3:
Below is C21H20N4O4S2 in the gas phase in a non-equilibrium geometry, with properties calculated with wB97M-V/def2-TZVPD.

Geometry as XYZ:
```
51
Properties=species:S:1:pos:R:3:forces:R:3
C -0.6806 -5.2693 -0.3839 -0.1 0.1 0.0
C -0.9633 -3.7827 -0.5976 -0.1 -0.3 -0.1
C 0.2061 -2.9470 -0.2328 0.4 -0.2 -0.3
N 0.1894 -1.9811 0.6110 -1.4 -0.4 0.0
N 1.3617 -1.3894 0.8068 1.3 0.6 0.5
C 2.3120 -1.8924 0.0972 -0.8 -0.9 -0.4
N 3.6273 -1.5267 0.1252 0.7 -0.3 -0.4
C 4.1829 -0.4114 0.7199 -0.1 0.1 0.1
O 5.3714 -0.3559 0.9182 0.1 0.1 0.1
C 3.2211 0.6824 1.0208 0.0 0.6 0.0
C 3.1480 1.2343 2.2945 0.1 -0.1 -0.2
C 2.2606 2.2645 2.5614 -0.1 0.0 0.0
C 1.4476 2.7559 1.5529 -0.1 0.1 0.1
C 1.5579 2.2183 0.2852 -0.3 0.2 -0.5
S 0.4851 2.7991 -1.0140 -0.2 -0.2 0.0
O 1.1417 2.7636 -2.2773 0.1 -0.4 0.1
O -0.1723 4.0041 -0.6077 0.0 -0.2 0.4
N -0.7373 1.6108 -1.0008 0.5 1.2 -0.1
C -2.0370 1.8764 -0.4233 -0.4 0.5 0.4
C -2.9414 0.7468 -0.9570 0.2 -0.1 0.0
C -3.9576 0.2953 0.0586 -0.1 0.1 -0.1
C -5.3150 0.4478 -0.1886 0.1 0.0 0.0
C -6.2536 0.0369 0.7424 -0.1 0.0 0.1
C -5.8439 -0.5323 1.9350 -0.1 0.0 0.0
C -4.4916 -0.6875 2.1912 0.1 0.0 0.1
C -3.5544 -0.2763 1.2611 0.0 0.0 0.0
C -1.9439 -0.3506 -1.3519 0.0 0.1 0.0
C -0.5993 0.3419 -1.4665 0.1 -0.9 -0.4
O 0.4290 -0.1483 -1.8639 0.2 -0.2 -0.2
C 2.4311 1.1941 -0.0035 0.3 -0.1 0.0
S 1.7940 -3.2235 -0.9270 -0.2 0.6 0.5
H 0.1527 -5.5918 -1.0042 0.0 -0.1 0.0
H -1.5570 -5.8555 -0.6470 0.0 -0.1 0.0
H -0.4336 -5.4626 0.6573 0.0 -0.1 0.1
H -1.8108 -3.4694 0.0150 0.1 0.1 -0.1
H -1.2085 -3.6076 -1.6487 -0.1 0.0 0.0
H 4.2947 -2.2035 -0.2274 0.0 0.2 0.2
H 3.7843 0.8435 3.0739 0.1 0.0 0.1
H 2.2020 2.6818 3.5549 0.0 0.0 0.1
H 0.7434 3.5556 1.7200 0.0 0.1 0.1
H -1.9652 1.8461 0.6697 -0.1 0.0 -0.1
H -2.3689 2.8711 -0.7204 -0.1 -0.1 0.1
H -3.4604 1.1022 -1.8512 0.1 0.0 0.1
H -5.6419 0.8919 -1.1179 0.0 0.1 -0.1
H -7.3059 0.1622 0.5350 -0.1 0.0 0.0
H -6.5742 -0.8536 2.6624 -0.1 0.0 0.1
H -4.1648 -1.1308 3.1202 0.0 0.0 0.1
H -2.5023 -0.4051 1.4737 0.2 0.0 0.0
H -1.8521 -1.1103 -0.5748 0.0 0.0 0.0
H -2.1972 -0.8467 -2.2875 0.1 0.0 0.0
H 2.4758 0.8152 -1.0122 0.0 -0.2 -0.1
```
Forces are in eV/Å.

Computed properties:
HOMO-LUMO gap: 9.508 eV
HOMO energy: -9.2 eV
Net charge: 0